Entry 1:
Here is the molecule C4H5N3O2 from the OMol25 dataset. Energies are from ωB97M-V/def2-TZVPD.

ORCA input file:
```
! RIJCOSX wB97M-V def2-TZVPD def2/J DEFGRID3
* xyz 0 1
C -2.647 -0.123 0.064
N -1.317 0.012 -0.470
C -0.251 0.061 0.155
C 1.095 0.151 -0.529
C 1.672 1.431 -0.147
N 2.229 2.362 0.217
N 2.114 -0.898 0.046
O 2.796 -1.500 -0.733
O 2.154 -1.034 1.227
H -3.012 0.821 0.162
H -2.558 -0.711 1.070
H -3.099 -0.630 -0.836
H -0.296 -0.112 1.330
H 1.121 0.169 -1.556
*
```

HOMO-LUMO gap = 10.15 eV
SMILES string = C/N=C/[C@@H](C#N)[N+](=O)[O-]
LUMO energy = -0.13 eV
Highest occupied orbital energy = -10.3 eV

***

Entry 2:
Here is a 12-piece molecular cluster, C26H33Cl36F2IN3SSi overall from the OMol25 dataset. Energies are from ωB97M-V/def2-TZVPD.

ORCA input file:
```
! RIJCOSX wB97M-V def2-TZVPD def2/J DEFGRID3
* xyz 1 1
C -3.559 2.695 -0.374
Si -1.845 2.164 -1.132
C -0.535 2.153 0.296
C -1.469 3.430 -2.527
C -0.123 4.294 -2.336
C -0.345 5.773 -1.758
F -1.561 6.395 -2.172
F 0.725 6.585 -2.320
C -0.208 5.919 -0.173
S -1.887 5.572 0.628
C 1.095 5.273 0.557
N 0.769 5.693 1.951
I 2.260 5.492 3.365
C 0.212 7.064 1.778
N -0.077 7.825 2.827
N 0.017 7.343 0.314
C -1.932 0.329 -1.752
C -2.895 -0.596 -0.910
C -3.073 -2.107 -1.215
C -2.239 -2.684 -2.404
C -1.300 -1.766 -3.262
C -1.113 -0.237 -2.954
H -3.465 2.774 0.763
H -4.414 2.015 -0.707
H -3.843 3.757 -0.741
H -0.672 1.133 0.829
H 0.504 2.200 -0.179
H -0.728 2.947 1.092
H -1.359 2.862 -3.525
H -2.402 4.099 -2.665
H 0.704 3.753 -1.740
H 0.324 4.434 -3.394
H -1.673 4.793 1.768
H 1.354 4.188 0.326
H 2.036 5.853 0.245
H -0.308 8.833 2.732
H -0.127 7.371 3.759
H 0.948 7.690 0.021
H -3.481 -0.166 -0.029
H -3.787 -2.710 -0.568
H -2.356 -3.802 -2.604
H -0.733 -2.273 -4.105
H -0.416 0.450 -3.539
C 2.664 -0.379 0.696
Cl 3.887 -1.633 0.474
Cl 3.399 1.229 0.597
Cl 1.378 -0.549 -0.508
H 2.225 -0.497 1.685
C 3.133 -5.706 0.618
Cl 1.899 -4.500 0.221
Cl 3.333 -6.853 -0.712
Cl 4.669 -4.914 0.992
H 2.805 -6.254 1.499
C 2.827 -4.045 -3.917
Cl 2.444 -5.762 -3.724
Cl 1.426 -3.047 -3.493
Cl 4.226 -3.602 -2.927
H 3.075 -3.864 -4.961
C 1.640 7.979 6.942
Cl 0.380 9.152 6.532
Cl 1.863 6.821 5.612
Cl 3.161 8.802 7.311
H 1.323 7.431 7.828
C 6.275 -4.972 4.822
Cl 5.428 -3.719 5.742
Cl 5.129 -6.162 4.191
Cl 7.211 -4.250 3.506
H 6.964 -5.482 5.493
C 3.663 2.259 5.980
Cl 4.895 1.010 5.767
Cl 4.387 3.872 5.872
Cl 2.375 2.073 4.780
H 3.227 2.145 6.971
C -0.642 -3.719 3.427
Cl 1.053 -3.594 3.924
Cl -0.949 -2.715 2.002
Cl -1.073 -5.404 3.104
H -1.265 -3.357 4.243
C -0.220 -8.041 -1.681
Cl -0.299 -6.955 -0.288
Cl -1.393 -9.356 -1.516
Cl -0.499 -7.141 -3.178
H 0.778 -8.475 -1.721
C -4.463 -10.625 -3.225
Cl -5.883 -9.776 -3.852
Cl -4.937 -12.147 -2.456
Cl -3.295 -10.922 -4.521
H -3.989 -9.995 -2.475
C -2.463 5.328 -5.547
Cl -2.407 6.699 -6.662
Cl -3.834 4.274 -5.923
Cl -0.946 4.417 -5.603
H -2.594 5.713 -4.537
C -7.793 -10.582 -0.031
Cl -7.252 -9.056 0.686
Cl -7.773 -11.877 1.174
Cl -9.412 -10.403 -0.724
H -7.105 -10.847 -0.833
C 4.179 5.044 -2.391
Cl 3.901 3.463 -1.651
Cl 3.313 5.174 -3.927
Cl 3.684 6.334 -1.285
H 5.244 5.151 -2.588
*
```

HOMO-LUMO gap = 6.01 eV
LUMO energy = -4.38 eV
Highest occupied orbital energy = -10.4 eV

***

Entry 3:
Here is C8H22ClFeN2O2 as an isolated structure from the OMol25 dataset. Energies are from ωB97M-V/def2-TZVPD.

ORCA input file:
```
! RIJCOSX wB97M-V def2-TZVPD def2/J DEFGRID3
* xyz 1 9
Fe -13.274 7.642 19.955
Cl -12.644 9.507 18.583
C -11.883 14.031 17.961
C -10.532 13.481 17.390
C -9.356 13.354 18.421
O -9.196 14.630 19.011
C -8.432 14.572 20.162
N -10.835 12.164 16.846
H -12.737 13.954 17.288
H -11.764 15.086 18.206
H -12.071 13.468 18.875
H -10.201 14.073 16.536
H -8.501 12.818 18.009
H -9.672 12.641 19.182
H -8.396 15.557 20.628
H -7.370 14.399 19.984
H -8.806 13.907 20.940
H -9.989 11.614 16.802
H -11.408 11.663 17.510
C -18.363 13.379 18.721
C -17.188 14.199 18.153
C -16.457 13.217 17.200
O -15.902 12.131 17.903
C -14.665 12.537 18.426
N -17.734 15.283 17.434
H -17.904 12.560 19.274
H -18.912 12.914 17.902
H -19.052 13.944 19.349
H -16.520 14.576 18.927
H -15.750 13.770 16.581
H -17.213 12.821 16.522
H -14.552 12.108 19.421
H -14.466 13.558 18.750
H -13.857 12.110 17.830
H -16.999 15.941 17.217
H -18.161 15.880 18.128
*
```

HOMO-LUMO gap (spin up / spin down) = 5.02 / 2.73 eV
LUMO energy (spin up / spin down) = -2.98 / -8.91 eV
Highest occupied orbital energy (spin up / spin down) = -8.0 / -11.6 eV

***

Entry 4:
Here is the molecule C6H10O from the OMol25 dataset. Energies are from ωB97M-V/def2-TZVPD.

ORCA input file:
```
! RIJCOSX wB97M-V def2-TZVPD def2/J DEFGRID3
* xyz 0 1
C 0.569 -1.522 -1.560
C 1.396 -0.468 -1.537
C 1.335 0.731 -0.681
C 0.321 1.238 0.032
C -1.055 0.656 0.231
C -1.090 -0.387 1.365
O -0.318 0.007 2.472
H 0.741 -2.318 -2.279
H -0.280 -1.650 -0.895
H 2.239 -0.450 -2.232
H 2.252 1.320 -0.683
H 0.503 2.185 0.543
H -1.436 0.223 -0.705
H -1.740 1.472 0.496
H -2.137 -0.573 1.656
H -0.669 -1.340 1.028
H -0.631 0.877 2.749
*
```

HOMO-LUMO gap = 9.64 eV
SMILES string = C=C/C=C\CCO
LUMO energy = 0.84 eV
Highest occupied orbital energy = -8.8 eV

***

Energy relative to the best compared isomer or geometry (same formula, charge and spin) readings, ordered: 154.90; 166.98; 26.76; 28.81 kcal/mol